(1)
Molecular formula: C12H22N2OS
Method: DFT, the ωB97M-V functional and the def2-TZVPD basis

```
! RIJCOSX wB97M-V def2-TZVPD def2/J DEFGRID3
* xyz 0 1
S 0.1408 -2.2448 0.0508
O -2.2377 1.5369 -0.2239
N -0.4163 0.3141 -0.4419
N 1.7290 -0.3977 -0.9223
C 4.0435 0.1176 0.8576
C -1.7838 0.4152 -0.1972
C 2.9205 1.1276 1.1189
C 2.8033 -1.3649 -0.8188
C 3.5248 -1.2820 0.5263
C -2.5477 -0.8461 0.0583
C 2.4356 1.8713 -0.1282
C -4.6909 -0.0965 -1.0566
C -4.0652 -0.6743 0.2103
C -4.4107 0.1781 1.4286
C 0.4981 -0.7123 -0.4616
C 2.1349 0.9355 -1.3159
H -4.3237 0.9106 -1.2314
H 4.3588 -1.9852 0.5053
H -2.3334 -1.5412 -0.7579
H -5.4894 0.2290 1.5578
H -4.0303 1.1871 1.3009
H 1.3866 1.3812 -1.9800
H 1.5505 2.4506 0.1454
H -5.7730 -0.0562 -0.9563
H -4.4742 -1.6801 0.3676
H 2.0803 0.6075 1.5846
H -4.4492 -0.7133 -1.9202
H 2.3790 -2.3637 -0.9405
H 3.0428 0.8148 -1.9098
H 3.5040 -1.1831 -1.6371
H -2.1383 -1.3011 0.9645
H 3.2664 1.8781 1.8322
H 4.6556 0.0383 1.7580
H -0.0404 1.2397 -0.6173
H 4.6908 0.4786 0.0555
H 2.8370 -1.6043 1.3104
H 3.1985 2.5838 -0.4471
H -3.9769 -0.2489 2.3307
*
```

As for the frontier orbital gap: 8.866 eV. The calculation puts the HOMO energy at -8.2 eV. As for the energy: -28664.8694 eV. The SMILES is CC(C)CC(=O)NC(=S)N1CCCCCC1.

Atomic partial charges in e from the Mulliken method, atoms 1 to 8: atom 1 (S): -0.40, atom 2 (O): -0.65, atom 3 (N): 0.03, atom 4 (N): 0.06, atom 5 (C): -0.73, atom 6 (C): 0.51, atom 7 (C): -0.67, atom 8 (C): -1.21



(2)
Molecular formula: C7H16N2
Method: DFT, the ωB97M-V functional and the def2-TZVPD basis

```
! RIJCOSX wB97M-V def2-TZVPD def2/J DEFGRID3
* xyz 2 1
N -1.9614 0.8254 -0.4376
N 0.7251 -0.0899 0.7334
C 0.1200 1.4422 -1.3291
C -1.4203 1.3201 -1.6759
C 0.6202 -1.2527 1.2703
C 0.7470 0.1390 -0.6763
C 0.6230 -2.5146 0.5923
C -1.7897 -0.3229 0.0520
C 1.2720 1.0003 1.5445
H 0.2116 -0.8167 -1.1489
H -1.6088 0.7596 -2.4713
H 1.1838 0.6240 2.5180
H -1.6499 2.3699 -1.8982
H -2.0116 -0.4490 1.0910
H 0.1014 -3.3410 1.1480
H 2.2538 1.2007 1.1833
H 1.7606 -0.0453 -1.0066
H 0.5640 1.5559 -2.3251
H 0.2720 -2.6435 -0.3901
H 0.6149 1.9654 1.3908
H 1.7507 -2.7273 0.4689
H -2.2935 1.6300 0.0882
H 0.9134 -1.4015 2.3460
H -1.5440 -1.1561 -0.5810
H 0.3411 2.3085 -0.6626
*
```

As for the frontier orbital gap: 10.940 eV. The calculation puts the HOMO energy at -19.6 eV. As for the energy: -10479.0682 eV. The SMILES is C=[NH+]CCC/[N+](C)=C\C.

Atomic partial charges in e from the Mulliken method, atoms 1 to 8: atom 1 (N): 0.14, atom 2 (N): 0.20, atom 3 (C): -0.60, atom 4 (C): -0.77, atom 5 (C): 0.46, atom 6 (C): -0.90, atom 7 (C): -1.35, atom 8 (C): -0.59



(3)
Molecular formula: C17H19Cl2N3
Method: DFT, the ωB97M-V functional and the def2-TZVPD basis

```
! RIJCOSX wB97M-V def2-TZVPD def2/J DEFGRID3
* xyz 0 1
Cl -0.3713 -5.9808 0.8552
Cl 1.7789 -3.4640 0.4144
N -0.1431 0.4529 -0.0218
N 1.6741 1.0154 -2.8820
N -1.3631 2.4611 2.8279
C 1.2800 1.5413 -1.7021
C -2.2300 -4.3296 -0.1505
C -2.6989 -3.1505 -0.6938
C 0.0754 -3.3570 -0.0057
C -1.0730 0.2106 2.2864
C -1.7143 -2.0838 -0.6959
C 0.4965 -0.8869 -0.3073
C 3.8953 1.8800 -2.5858
C 3.5268 2.5117 -1.3663
C -2.0642 1.2070 2.9144
C -0.3998 -2.1068 -0.3432
C -0.1471 1.0406 1.4198
C 2.9627 1.0531 -3.3241
C -0.8777 -4.4642 0.1927
C -0.9226 2.4187 1.4313
C 2.2024 2.2602 -0.9010
C -0.0940 1.2451 -1.2554
H -1.7787 2.5035 0.6786
H -0.5967 2.2184 -1.2406
H -2.8167 -5.2200 -0.1700
H -1.6327 -0.4029 1.6687
H -2.1165 -1.0917 -0.9819
H -2.3409 0.8708 3.8330
H 3.1260 0.3896 -4.0987
H -0.1143 3.0890 1.1903
H -0.5387 -0.3804 2.9696
H -2.9998 1.2230 2.2412
H 1.8675 2.6854 0.0143
H 0.8805 1.0553 1.8344
H 4.4101 2.9740 -0.8811
H 1.1861 -1.0351 0.4994
H -3.7472 -2.9851 -0.8999
H 1.0585 -0.9820 -1.1119
H 4.9587 1.8615 -2.7404
H -0.5656 0.5430 -2.0134
H -2.0326 3.2095 3.1017
*
```

As for the frontier orbital gap: 9.041 eV. The calculation puts the HOMO energy at -8.3 eV. As for the energy: -47449.3805 eV. The SMILES is Clc1cccc(CN(Cc2ccccn2)[C@@H]2CCNC2)c1Cl.

Atomic partial charges in e from the Mulliken method, atoms 1 to 8: atom 1 (Cl): -0.20, atom 2 (Cl): -0.19, atom 3 (N): 0.64, atom 4 (N): -0.52, atom 5 (N): -0.46, atom 6 (C): 0.65, atom 7 (C): -0.34, atom 8 (C): -1.08



(4)
Molecular formula: C39H36GeN5O7Tc
Method: DFT, the ωB97M-V functional and the def2-TZVPD basis

```
! RIJCOSX wB97M-V def2-TZVPD def2/J DEFGRID3
* xyz 2 1
Tc 1.5504 0.5770 -0.3220
Ge -2.3367 -0.9390 2.2439
O 1.9632 2.1955 0.9327
O 3.6741 1.5129 -3.2934
O -0.1411 2.5650 0.2529
O 2.1465 1.7471 -1.6947
O -1.8914 -0.3353 -4.1732
O -2.0180 0.8815 -6.1257
O -1.3853 0.7672 0.6462
N 2.9667 -2.8302 -0.8977
N 4.8111 -1.8480 -1.8969
N 2.6899 -4.2077 0.9463
N 1.5528 -2.2538 0.9273
N 3.3379 -0.5442 -0.6430
C -0.9703 -3.4033 6.0675
C -2.6309 -2.6205 4.5168
C 0.2274 5.3324 0.3215
C 2.3975 -3.0427 0.3566
C -2.7307 -0.0180 -5.2891
C 0.5007 6.6779 0.1821
C 1.2709 2.1150 -5.0683
C -5.0405 2.2746 2.1330
C -3.5469 0.9209 4.0569
C -3.3060 -2.6037 -1.5210
C -3.4472 0.5779 2.7093
C 1.2784 4.4455 0.5826
C 3.7101 -1.6857 -1.1604
C 0.3291 0.5075 -3.5059
C -2.2853 -3.3781 5.6255
C -2.9403 -1.6968 -0.5402
C 1.3569 1.3851 -3.8968
C 1.8064 7.1421 0.2973
C 5.6940 -0.7181 -2.1915
C -0.8486 1.1612 -5.4991
C -4.4110 1.9352 4.4381
C -0.2964 1.1566 0.3153
C -2.7124 -2.1436 0.7597
C 2.5893 4.9197 0.7262
C 2.8489 6.2662 0.5790
C -2.8332 -3.4985 1.0699
C 2.5144 1.5610 -2.9665
C -3.2126 -4.3962 0.0843
C 0.1485 2.0164 -5.8927
C -5.1570 2.6056 3.4786
C -4.1874 1.2578 1.7428
C -0.0039 -2.6557 5.4102
C 1.0513 -1.0639 0.7038
C -1.6544 -1.8883 3.8389
C 1.0771 3.0173 0.6157
C -0.3425 -1.8965 4.2988
C -0.7649 0.4165 -4.3201
C -3.4505 -3.9492 -1.2080
C 5.2531 -3.1746 -2.3293
H 0.4140 -0.1080 -2.6061
H 6.1506 -3.0636 -2.9262
H -3.6641 -2.5979 4.1844
H -3.3267 -5.4441 0.3272
H -5.6182 2.8091 1.3910
H 2.0808 2.7819 -5.3304
H -4.0914 0.9901 0.6988
H -2.8219 -0.6490 -0.7843
H 6.2723 -0.9487 -3.0804
H -3.7475 -4.6534 -1.9736
H -0.7856 4.9639 0.2358
H -0.3019 7.3720 -0.0245
H 6.3834 -0.5401 -1.3625
H 0.0045 -1.1024 1.0534
H -3.0464 -3.9445 6.1449
H 0.0562 2.5970 -6.7995
H 3.2630 -3.6618 -1.3834
H 3.8609 6.6352 0.6679
H 4.0363 0.1793 -0.7736
H 0.4121 -1.3055 3.8053
H 3.3860 4.2186 0.9312
H -2.9604 0.3948 4.8011
H 4.5070 -3.6605 -2.9621
H -3.4823 -2.2589 -2.5303
H 5.1290 0.1855 -2.4109
H -2.9711 -0.9279 -5.8418
H -0.7043 -3.9970 6.9316
H 2.0104 8.1960 0.1632
H -2.6451 -3.8501 2.0772
H 5.4976 -3.8140 -1.4774
H 1.0167 -2.6526 5.7720
H 2.2194 -4.4230 1.8115
H -4.5014 2.2035 5.4820
H -3.6474 0.4604 -4.9327
H -5.8350 3.3927 3.7804
H 3.2494 -4.9233 0.5168
*
```

As for the frontier orbital gap (spin up / spin down): 5.881 / 5.868 eV. The calculation puts the HOMO energy (spin up / spin down) at -12.5 / -12.5 eV. As for the energy: -121508.2227 eV.

Atomic partial charges in e from the Mulliken method, atoms 1 to 8: atom 1 (Tc): -0.34, atom 2 (Ge): 1.15, atom 3 (O): -0.78, atom 4 (O): -0.63, atom 5 (O): -0.12, atom 6 (O): -0.27, atom 7 (O): -0.47, atom 8 (O): -0.47



(5)
Molecular formula: C5H6N3
Method: DFT, the ωB97M-V functional and the def2-TZVPD basis

```
! RIJCOSX wB97M-V def2-TZVPD def2/J DEFGRID3
* xyz 1 1
N -0.5435 -0.8855 0.6935
N 1.9013 1.7307 0.5031
N 1.3922 -0.9506 2.3444
C -1.7740 -0.7717 -1.3290
C -0.7309 -0.2311 -0.3661
C 0.6272 -0.6608 1.4933
C -0.0057 0.8741 -0.8329
C 0.8640 1.4747 -0.0002
H 2.4330 2.0571 1.2710
H -2.1442 -0.0397 -2.0350
H -0.3344 1.1492 -1.8753
H -1.3323 -1.7055 -1.8193
H 2.2797 -0.8697 2.7537
H -2.6324 -1.1711 -0.8010
*
```

As for the frontier orbital gap: 8.756 eV. The calculation puts the HOMO energy at -13.7 eV. As for the energy: -9742.1746 eV. The SMILES is C/C(C=C=N)=N/C#[NH+].

Atomic partial charges in e from the Mulliken method, atoms 1 to 8: atom 1 (N): -0.35, atom 2 (N): -0.24, atom 3 (N): -0.12, atom 4 (C): -1.17, atom 5 (C): 1.05, atom 6 (C): 0.23, atom 7 (C): -0.80, atom 8 (C): 0.44



(6)
Molecular formula: C5H10O
Method: DFT, the ωB97M-V functional and the def2-TZVPD basis

```
! RIJCOSX wB97M-V def2-TZVPD def2/J DEFGRID3
* xyz 0 1
O 1.8236 -2.2530 0.7500
C -0.5174 -0.1929 -0.7478
C 1.7248 -2.3316 -0.5534
C -1.7019 0.6707 -0.2629
C 0.4222 0.7576 0.0299
C -0.7936 1.2066 0.8646
H -2.6241 0.1560 0.0201
H -0.3715 -0.2990 -1.8271
H -0.8947 0.6028 1.7718
H -0.5513 -1.1947 -0.3052
H 0.7946 1.5658 -0.6081
H -1.9404 1.4529 -0.9900
H 2.0737 -1.3426 -0.9571
H 1.2758 0.3371 0.5773
H 2.1439 -1.3999 1.1063
H -0.8637 2.2643 1.1318
*
```

As for the frontier orbital gap: 9.458 eV. The calculation puts the HOMO energy at -8.8 eV. As for the energy: -7390.4848 eV.

Atomic partial charges in e from the Mulliken method, atoms 1 to 8: atom 1 (O): -0.26, atom 2 (C): -0.55, atom 3 (C): -0.26, atom 4 (C): -0.55, atom 5 (C): -0.32, atom 6 (C): -0.56, atom 7 (H): 0.30, atom 8 (H): 0.34